Record 1
{"formula": "C16H47N14O10S", "method": "ωB97M-V/def2-TZVPD", "species": ["C", "C", "C", "C", "C", "C", "C", "C", "C", "S", "O", "O", "O", "H", "H", "H", "H", "H", "H", "H", "H", "H", "H", "H", "H", "H", "H", "H", "H", "H", "H", "H", "C", "O", "N", "N", "H", "H", "H", "H", "C", "O", "N", "N", "H", "H", "H", "H", "C", "O", "N", "N", "H", "H", "H", "H", "C", "O", "N", "N", "H", "H", "H", "H", "C", "O", "N", "N", "H", "H", "H", "H", "C", "O", "N", "N", "H", "H", "H", "H", "C", "O", "N", "N", "H", "H", "H", "H"], "xyz": [[-3.42161, -0.08689, -1.17629], [-2.96853, 1.16463, -0.40763], [-4.06737, 2.23342, -0.46768], [-1.65479, 1.57771, -1.06638], [-1.05519, 2.93399, -0.70521], [-0.32922, 2.99200, 0.64669], [1.11587, 2.50868, 0.50063], [2.02902, 3.35783, -0.41940], [3.14332, 2.53863, -1.06744], [2.61753, 1.16186, -2.09188], [1.21114, 1.09171, -2.32084], [3.44158, 1.13769, -3.28175], [3.01039, -0.14009, -1.22686], [-2.70675, -0.89174, -1.05088], [-4.41350, -0.42877, -0.85917], [-3.50516, 0.16662, -2.23180], [-2.79493, 0.87223, 0.63104], [-4.00829, 2.94772, 0.35353], [-5.04715, 1.74536, -0.40600], [-4.03275, 2.74337, -1.43353], [-0.91470, 0.82048, -0.77853], [-1.77847, 1.50186, -2.15519], [-0.35031, 3.14794, -1.53558], [-1.80871, 3.72622, -0.76953], [-0.28535, 4.06560, 0.91162], [1.55121, 2.51333, 1.49490], [1.16061, 1.45945, 0.17205], [1.42563, 3.91105, -1.14167], [2.55682, 4.10351, 0.18358], [3.77042, 3.13758, -1.72889], [3.79139, 2.12195, -0.29165], [3.43351, 0.13058, -0.40218], [3.28412, 0.35304, 3.54100], [2.93695, 1.37014, 2.97237], [2.89635, -0.89691, 3.18324], [4.11683, 0.36254, 4.64575], [3.17485, -1.69108, 3.73293], [2.30164, -1.00044, 2.38214], [4.44671, 1.25594, 4.96125], [4.43240, -0.47466, 5.10489], [-2.43906, 0.60277, -5.92926], [-3.56100, 0.10275, -5.96860], [-1.89082, 1.22138, -7.01946], [-1.69495, 0.62301, -4.80180], [-0.99972, 1.68813, -7.01576], [-2.45966, 1.27499, -7.84178], [-2.08893, 0.17823, -3.98429], [-0.79977, 1.07100, -4.74774], [3.31627, -3.87683, 6.09767], [3.04135, -2.98264, 5.31420], [3.11772, -5.19620, 5.80110], [3.81973, -3.60431, 7.33294], [3.32645, -5.94230, 6.43544], [2.73818, -5.41208, 4.89846], [3.90468, -2.63069, 7.58621], [4.04254, -4.30998, 8.00755], [-3.83635, -2.68658, -3.59049], [-2.88416, -1.99530, -3.26584], [-4.59481, -2.43927, -4.70510], [-4.19040, -3.75434, -2.81894], [-5.35048, -3.03311, -4.98553], [-4.39641, -1.59739, -5.24156], [-3.64235, -3.87434, -1.97754], [-4.96637, -4.35521, -3.01358], [-3.17698, -2.65553, 0.76492], [-3.31522, -3.56227, -0.04796], [-4.22847, -2.13864, 1.46364], [-1.97146, -2.07525, 1.00775], [-4.14103, -1.37004, 2.10130], [-5.13455, -2.52248, 1.27777], [-1.19184, -2.40351, 0.47067], [-1.84454, -1.29675, 1.62994], [2.64086, -0.04036, 8.12971], [3.50681, -0.90759, 8.05785], [2.32513, 0.76982, 7.08823], [1.93507, 0.17008, 9.28491], [1.62843, 1.48937, 7.12852], [2.82786, 0.60797, 6.22746], [2.14950, -0.41587, 10.06854], [1.22017, 0.86614, 9.37268], [1.36919, 0.39625, -6.76684], [0.88104, -0.70571, -6.54118], [2.05329, 1.10477, -5.83609], [1.25283, 0.98827, -8.00096], [2.44595, 2.01063, -6.00393], [2.17165, 0.69867, -4.92421], [0.74587, 0.48724, -8.70443], [1.63324, 1.88902, -8.21622]], "lowdin_charge": [-0.1154, -0.4275, -0.0890, -0.2258, -0.3184, -0.2661, -0.3161, -0.2294, -0.2348, 0.6215, -0.2620, -0.3302, -0.1591, 0.0474, 0.0701, 0.0629, 0.0991, 0.0648, 0.0583, 0.0770, 0.0982, 0.0893, 0.0640, 0.0822, 0.0044, 0.0511, 0.0669, 0.0942, 0.1061, 0.0942, 0.0981, 0.0709, -0.6741, 0.0309, 0.1735, 0.1257, 0.0482, 0.1068, 0.1028, 0.0899, -0.6577, -0.0111, 0.1499, 0.1999, 0.0686, 0.0915, 0.0758, 0.0897, -0.6645, 0.0108, 0.1491, 0.1604, 0.0885, 0.1019, 0.0460, 0.0916, -0.6626, 0.0133, 0.1533, 0.1490, 0.0778, 0.0612, 0.0577, 0.0806, -0.6862, -0.0032, 0.1600, 0.1689, 0.0957, 0.1002, 0.1110, 0.0946, -0.6440, -0.0087, 0.1799, 0.1491, 0.1050, 0.0597, 0.0979, 0.0920, -0.7033, 0.0244, 0.1702, 0.1279, 0.0957, 0.0617, 0.0964, 0.0843], "charge": -1, "orbital_gap_ha": 0.117}

Record 2
{"formula": "C16H47N19O8P", "method": "ωB97M-V/def2-TZVPD", "species": ["C", "C", "P", "C", "C", "C", "C", "N", "C", "N", "N", "C", "H", "H", "H", "H", "H", "H", "H", "H", "H", "H", "H", "H", "H", "H", "H", "C", "O", "N", "N", "H", "H", "H", "H", "C", "O", "N", "N", "H", "H", "H", "H", "C", "O", "N", "N", "H", "H", "H", "H", "C", "O", "N", "N", "H", "H", "H", "H", "C", "O", "N", "N", "H", "H", "H", "H", "C", "O", "N", "N", "H", "H", "H", "H", "C", "O", "N", "N", "H", "H", "H", "H", "C", "O", "N", "N", "H", "H", "H", "H"], "xyz": [[3.86103, 3.89917, -1.44364], [2.92328, 3.01983, -0.59977], [2.83091, 1.25404, -1.16338], [3.93948, 1.06450, -2.61822], [1.14781, 1.07666, -1.74429], [0.06485, 1.37262, -0.90400], [-1.19740, 1.20590, -1.43603], [-1.41303, 0.81102, -2.69139], [-2.80678, 0.70213, -3.22214], [-3.28469, 1.92021, -3.83505], [-0.42665, 0.49825, -3.52335], [0.78777, 0.63228, -3.04873], [3.58540, 3.84128, -2.49586], [3.72627, 4.93323, -1.13170], [4.89512, 3.60090, -1.29377], [1.91799, 3.43735, -0.70818], [3.15114, 3.05868, 0.46189], [3.53744, 1.61008, -3.47336], [4.03268, 0.00847, -2.86019], [4.90928, 1.48756, -2.37274], [0.20350, 1.70016, 0.11907], [-2.08151, 1.38991, -0.84229], [-2.81304, -0.10839, -3.94175], [-3.44386, 0.51323, -2.36151], [-3.24294, 2.67200, -3.15005], [-2.65784, 2.22066, -4.57726], [1.58137, 0.38045, -3.74118], [4.75583, -1.22363, 1.64291], [4.66058, -0.13204, 2.19238], [5.32282, -2.30960, 2.23043], [4.28234, -1.43504, 0.37827], [5.38616, -3.20430, 1.77521], [5.68789, -2.20197, 3.15827], [3.85661, -0.64341, -0.07605], [4.33389, -2.32357, -0.09127], [0.13022, -0.22333, 3.32958], [-1.03666, 0.13378, 3.49562], [1.06180, 0.56716, 2.74497], [0.56875, -1.45224, 3.71251], [2.01809, 0.28471, 2.60093], [0.78044, 1.48451, 2.44059], [-0.09264, -2.07098, 4.14666], [1.51361, -1.76260, 3.58363], [-2.15566, -2.96823, 0.80953], [-1.61274, -3.82608, 1.49349], [-2.83518, -3.27977, -0.33725], [-2.12524, -1.64957, 1.13872], [-3.30175, -2.59880, -0.90432], [-2.88937, -4.24798, -0.59332], [-1.64023, -1.39961, 1.98494], [-2.55815, -0.92168, 0.59444], [-0.29140, 4.59168, 2.01472], [0.58159, 3.73037, 1.99574], [-1.58757, 4.30347, 2.31584], [-0.02183, 5.89705, 1.73643], [-2.31393, 4.99368, 2.33913], [-1.81631, 3.34941, 2.53334], [0.92753, 6.13631, 1.52101], [-0.71532, 6.62060, 1.74848], [2.74203, -5.29064, -0.03955], [3.87747, -5.00593, 0.31476], [1.66470, -4.50774, 0.27037], [2.46735, -6.41367, -0.76268], [0.72120, -4.72192, 0.00607], [1.83770, -3.68247, 0.81346], [3.23974, -7.00835, -0.99852], [1.54563, -6.67027, -1.05941], [-3.25077, -7.41316, 2.41924], [-4.13893, -6.67161, 2.79629], [-3.35291, -8.77776, 2.50354], [-2.08234, -6.94624, 1.87998], [-2.63579, -9.40822, 2.20181], [-4.19735, -9.14973, 2.89493], [-1.97376, -5.94580, 1.80618], [-1.34455, -7.54473, 1.56324], [-4.19063, 1.59678, 1.51238], [-3.50702, 1.20862, 0.55701], [-3.76008, 1.49811, 2.78988], [-5.42004, 2.14492, 1.32888], [-4.30687, 1.79551, 3.57632], [-2.85655, 1.07561, 2.95669], [-5.75977, 2.22401, 0.38861], [-5.99960, 2.46225, 2.08283], [-0.73435, 5.19522, -3.77373], [-1.91482, 5.39674, -3.56052], [0.09714, 6.12544, -4.31941], [-0.15974, 3.98279, -3.46927], [1.06948, 5.96628, -4.50113], [-0.30267, 7.01602, -4.55187], [-0.77802, 3.30619, -3.06789], [0.80238, 3.74321, -3.61514]], "lowdin_charge": [-0.1400, -0.3724, 1.0137, -0.2580, -0.3240, -0.0035, -0.0078, -0.0857, -0.1771, 0.0650, 0.1543, -0.0938, 0.0589, 0.0771, 0.0745, 0.0615, 0.0771, 0.0369, 0.0468, 0.0491, 0.1063, 0.0985, 0.1294, 0.1213, 0.0753, 0.0822, 0.1119, -0.6958, -0.0066, 0.1667, 0.1434, 0.0890, 0.1069, -0.0184, 0.0829, -0.6711, -0.0156, 0.1899, 0.1776, 0.0876, 0.0598, 0.1143, 0.1011, -0.6632, 0.0050, 0.1577, 0.1862, 0.0867, 0.1027, 0.0642, 0.0638, -0.6645, -0.0024, 0.1723, 0.1632, 0.1011, 0.0818, 0.1047, 0.1006, -0.6807, 0.0047, 0.1638, 0.1549, 0.0833, 0.0914, 0.1064, 0.0935, -0.6878, 0.0253, 0.1420, 0.1491, 0.0869, 0.1004, 0.0545, 0.0842, -0.6502, -0.0383, 0.1851, 0.1700, 0.1123, 0.0657, 0.1085, 0.1048, -0.6767, 0.0336, 0.1622, 0.1580, 0.0954, 0.1117, 0.0519, 0.0850], "charge": 1, "orbital_gap_ha": 0.251}

Record 3
{"formula": "C16H47N5O8", "method": "ωB97M-V/def2-TZVPD", "species": ["C", "O", "N", "N", "H", "H", "H", "H", "C", "O", "N", "N", "H", "H", "H", "H", "C", "C", "O", "H", "H", "H", "H", "H", "H", "C", "C", "O", "H", "H", "H", "H", "H", "H", "C", "C", "O", "H", "H", "H", "H", "H", "H", "C", "C", "O", "H", "H", "H", "H", "H", "H", "C", "O", "C", "C", "N", "C", "C", "O", "C", "H", "H", "H", "H", "H", "H", "H", "H", "H", "H", "H", "H", "H", "H", "H"], "xyz": [[-1.00284, 0.57191, -0.61501], [-0.83038, 1.43289, 0.25941], [-2.03024, -0.32444, -0.61663], [-0.19575, 0.52569, -1.70594], [-2.69453, -0.26432, 0.13113], [-2.06689, -0.94295, -1.40298], [0.55470, 1.19378, -1.66070], [-0.38751, 0.01456, -2.54628], [-1.33452, -0.19045, -5.97960], [-0.49167, -1.07985, -6.10196], [-1.25809, 0.97483, -6.71661], [-2.36340, -0.27300, -5.09327], [-1.85361, 1.71489, -6.39599], [-0.52798, 1.09737, -7.38456], [-2.31112, -1.05446, -4.45524], [-2.87539, 0.55771, -4.86220], [1.46618, 3.61232, 0.30763], [2.16113, 4.92104, 0.28773], [1.99143, 5.62823, -0.96324], [1.61052, 2.89335, -0.48981], [0.38566, 3.74763, 0.39567], [1.72880, 3.18187, 1.28441], [3.24316, 4.84460, 0.47052], [1.82102, 5.57343, 1.09637], [2.78094, 5.45758, -1.48051], [-4.17543, -2.71439, -3.07850], [-2.79494, -3.31453, -3.10664], [-1.77391, -2.29712, -2.96236], [-4.86114, -3.41270, -3.56853], [-4.25326, -1.85717, -3.75224], [-4.60563, -2.46833, -2.11065], [-2.65440, -3.83913, -4.05627], [-2.62834, -4.07648, -2.34137], [-0.94609, -2.79368, -2.95299], [-2.47439, -3.50025, 2.50440], [-3.45867, -2.35351, 2.61114], [-4.40625, -2.38734, 1.51769], [-1.88180, -3.33421, 1.59941], [-2.96929, -4.46528, 2.48716], [-1.71853, -3.32381, 3.27293], [-2.88462, -1.43032, 2.47918], [-4.07935, -2.41066, 3.50776], [-5.03969, -1.68442, 1.68653], [-1.92778, 1.16439, 4.54863], [-2.12113, 1.93753, 3.22894], [-0.92007, 2.52285, 2.80173], [-2.87257, 0.96730, 5.05363], [-1.17633, 1.62810, 5.18773], [-1.46507, 0.19500, 4.32412], [-2.91880, 2.67015, 3.39945], [-2.49299, 1.24625, 2.46498], [-0.68407, 2.10512, 1.95457], [1.35474, -1.02604, 4.57504], [1.69577, -1.50326, 3.28255], [1.83603, -0.43927, 2.34917], [2.73985, -0.82841, 1.21568], [4.14483, -1.03580, 1.60552], [5.04216, -1.09528, 0.43804], [5.12499, 0.15286, -0.39676], [4.01769, 0.25268, -1.25126], [3.70983, 1.57309, -1.64788], [1.22339, -1.85104, 5.26834], [0.43749, -0.42814, 4.53102], [2.17442, -0.37458, 4.89814], [2.12715, 0.49966, 2.83037], [0.82977, -0.27475, 1.93575], [2.62951, -0.10042, 0.41353], [2.36698, -1.76173, 0.76556], [4.17908, -1.92205, 2.09109], [4.75525, -1.93236, -0.21591], [6.01598, -1.33250, 0.86921], [6.06120, 0.11333, -0.96809], [5.23040, 1.01607, 0.27569], [2.77069, 1.54027, -2.19159], [4.44974, 1.95118, -2.36595], [3.74803, 2.21892, -0.77002]], "lowdin_charge": [-0.6241, -0.0028, 0.1917, 0.1856, 0.0934, 0.0560, 0.0794, 0.0883, -0.6709, 0.0048, 0.1462, 0.1581, 0.0853, 0.0979, 0.0509, 0.0967, -0.1039, -0.3111, -0.0851, 0.0376, 0.0741, 0.0885, 0.1081, 0.1153, 0.0668, -0.0781, -0.2766, -0.1288, 0.0825, 0.0651, 0.0742, 0.1167, 0.1161, 0.1062, -0.0775, -0.3091, -0.1103, 0.0717, 0.0766, 0.0766, 0.0907, 0.1129, 0.0718, -0.0864, -0.3295, -0.0911, 0.0678, 0.0736, 0.0363, 0.1047, 0.0872, 0.0219, -0.0984, -0.1958, -0.2272, -0.2039, -0.0471, -0.2123, -0.2444, -0.2056, -0.1011, 0.0858, 0.0563, 0.0914, 0.1241, 0.1155, 0.1046, 0.1271, 0.1039, 0.1211, 0.1170, 0.1239, 0.1281, 0.0769, 0.0922, 0.0762], "charge": 0, "orbital_gap_ha": 0.332, "smiles": "COCCNCCOC.NC(N)=O.NC(N)=O.CCO.CCO.CCO.CCO"}

E_tot in Ha, matching the order above: -2555.26446 -2621.63626 -1513.48517